1.
{
  "formula": "C14H37AsN3O2SSi2Tl",
  "method": "ωB97M-V/def2-TZVPD",
  "symbols": ["Tl", "C", "C", "N", "C", "C", "S", "C", "C", "N", "H", "H", "H", "H", "H", "H", "H", "H", "H", "H", "H", "H", "H", "H", "N", "C", "C", "O", "O", "H", "H", "H", "H", "H", "C", "Si", "C", "C", "As", "Si", "C", "C", "C", "H", "H", "H", "H", "H", "H", "H", "H", "H", "H", "H", "H", "H", "H", "H", "H", "H", "H"],
  "positions_angstrom": [[0.177, 0.023, -0.640], [1.976, -0.898, 2.198], [2.991, -0.886, 1.060], [2.379, -1.233, -0.224], [2.194, -2.651, -0.547], [1.094, -3.379, 0.228], [-0.550, -2.580, 0.290], [-0.806, -2.219, 2.052], [-0.441, -0.805, 2.533], [0.715, -0.218, 1.843], [1.739, -1.924, 2.469], [2.438, -0.439, 3.074], [3.396, 0.123, 0.966], [3.820, -1.555, 1.312], [2.954, -0.832, -0.957], [1.957, -2.701, -1.611], [3.117, -3.219, -0.385], [0.925, -4.333, -0.270], [1.382, -3.594, 1.255], [-1.872, -2.361, 2.218], [-0.287, -3.008, 2.595], [-1.278, -0.137, 2.367], [-0.267, -0.873, 3.611], [0.762, 0.769, 2.082], [-4.755, 2.766, -0.170], [-3.728, 2.552, 0.842], [-2.575, 1.778, 0.221], [-1.625, 1.357, 0.865], [-2.683, 1.604, -1.076], [-5.522, 2.112, -0.075], [-3.551, 2.055, -1.297], [-5.142, 3.700, -0.140], [-4.071, 2.014, 1.726], [-3.318, 3.502, 1.184], [0.752, 2.677, -5.630], [-0.555, 2.255, -4.379], [-0.575, 3.422, -2.915], [-2.226, 2.121, -5.167], [0.353, 0.178, -3.540], [-1.076, -1.605, -4.291], [-0.484, -3.097, -3.353], [-0.538, -1.631, -6.071], [-2.894, -1.353, -4.058], [0.460, 3.588, -6.160], [0.875, 1.886, -6.373], [1.720, 2.848, -5.156], [-0.033, 4.340, -3.152], [-0.120, 2.981, -2.029], [-1.602, 3.695, -2.665], [-2.487, 3.095, -5.592], [-3.005, 1.850, -4.454], [-2.235, 1.397, -5.985], [0.584, -3.262, -3.514], [-1.012, -3.994, -3.690], [-0.669, -2.992, -2.282], [0.550, -1.652, -6.166], [-0.910, -0.761, -6.617], [-0.930, -2.525, -6.562], [-3.165, -1.371, -3.000], [-3.426, -2.172, -4.551], [-3.250, -0.420, -4.493]],
  "mulliken_charge": [0.640, -0.644, -0.970, -0.204, -0.709, -0.741, -0.149, -0.646, -0.718, -0.180, 0.247, 0.445, 0.418, 0.366, 0.321, 0.245, 0.403, 0.501, 0.494, 0.478, 0.430, 0.279, 0.424, 0.342, -0.611, -0.414, 0.374, -0.612, -0.304, 0.226, 0.473, 0.231, 0.364, 0.342, -1.048, 0.458, -0.841, -1.012, 0.121, 0.308, -0.525, -1.077, -0.891, 0.366, 0.350, 0.317, 0.445, 0.125, 0.207, 0.416, 0.255, 0.307, 0.262, 0.450, -0.150, 0.379, 0.314, 0.385, 0.259, 0.389, 0.290],
  "charge": 2,
  "e_lumo_ev": [-7.553, -7.553],
  "e_above_lowest_ev": 0.000,
  "homo_ev": [-14.14, -14.14]
}

=====

2.
{
  "formula": "C29H52N2O21",
  "method": "ωB97M-V/def2-TZVPD",
  "symbols": ["C", "C", "C", "N", "C", "H", "H", "H", "H", "H", "C", "C", "C", "N", "C", "H", "H", "H", "H", "H", "C", "O", "C", "O", "O", "C", "H", "H", "H", "H", "H", "H", "C", "O", "C", "O", "O", "C", "H", "H", "H", "H", "H", "H", "C", "O", "C", "O", "O", "C", "H", "H", "H", "H", "H", "H", "C", "O", "C", "O", "O", "C", "H", "H", "H", "H", "H", "H", "C", "O", "C", "O", "O", "C", "H", "H", "H", "H", "H", "H", "C", "O", "C", "O", "O", "C", "H", "H", "H", "H", "H", "H", "C", "O", "C", "O", "O", "C", "H", "H", "H", "H", "H", "H"],
  "positions_angstrom": [[9.427, 7.823, 11.280], [10.170, 6.554, 11.123], [11.488, 6.872, 10.962], [11.579, 8.198, 11.161], [10.405, 8.783, 11.394], [8.335, 7.997, 11.294], [9.853, 5.550, 10.971], [12.309, 6.316, 10.753], [12.379, 8.762, 11.037], [10.405, 9.863, 11.456], [13.029, 16.120, 10.234], [14.293, 16.574, 9.841], [14.474, 17.826, 10.363], [13.301, 18.147, 11.107], [12.469, 17.061, 10.973], [12.546, 15.200, 9.989], [14.921, 16.019, 9.237], [15.192, 18.653, 10.261], [13.135, 18.923, 11.771], [11.543, 16.933, 11.489], [7.520, 18.601, 13.203], [8.872, 18.802, 13.745], [9.228, 18.025, 14.708], [8.569, 17.207, 15.302], [10.593, 18.251, 14.888], [11.165, 17.470, 15.989], [7.373, 17.597, 12.903], [7.407, 19.189, 12.318], [6.775, 18.949, 13.917], [12.204, 17.680, 15.902], [10.961, 16.471, 15.760], [10.632, 17.742, 16.900], [9.895, 14.059, 16.944], [9.579, 12.707, 17.073], [10.626, 11.956, 17.447], [11.744, 12.372, 17.552], [10.185, 10.717, 17.585], [11.215, 9.809, 18.010], [9.055, 14.539, 16.431], [10.762, 14.186, 16.291], [10.130, 14.525, 17.883], [10.706, 8.865, 18.241], [11.767, 10.163, 18.866], [11.893, 9.608, 17.150], [14.115, 12.830, 12.495], [14.849, 11.851, 11.737], [14.052, 10.966, 11.170], [12.806, 10.915, 11.203], [14.784, 10.101, 10.468], [16.189, 10.162, 10.567], [13.717, 13.602, 11.801], [14.796, 13.278, 13.213], [13.263, 12.444, 12.996], [16.740, 10.998, 10.039], [16.549, 9.261, 10.027], [16.451, 10.190, 11.621], [13.471, 9.201, 14.239], [14.367, 8.057, 14.155], [13.828, 6.883, 14.441], [14.438, 5.866, 14.302], [12.559, 6.890, 14.852], [11.919, 5.570, 14.862], [14.064, 10.114, 14.137], [13.043, 9.260, 15.246], [12.769, 9.141, 13.379], [10.953, 5.827, 15.191], [12.533, 5.012, 15.608], [12.003, 5.249, 13.864], [6.667, 12.960, 12.014], [7.848, 12.979, 11.214], [8.438, 14.172, 11.119], [7.972, 15.198, 11.510], [9.648, 14.160, 10.514], [10.011, 12.954, 9.846], [5.918, 13.705, 11.763], [7.110, 13.223, 12.960], [6.213, 11.903, 12.085], [9.252, 12.648, 9.124], [10.180, 12.094, 10.561], [10.947, 13.134, 9.301], [15.231, 16.341, 13.567], [14.128, 16.059, 14.510], [14.511, 15.547, 15.721], [15.527, 14.968, 15.952], [13.516, 15.672, 16.562], [13.879, 15.016, 17.785], [16.005, 15.496, 13.590], [15.768, 17.268, 13.715], [14.749, 16.403, 12.615], [14.238, 13.996, 17.627], [13.002, 15.045, 18.430], [14.647, 15.567, 18.298], [9.322, 10.350, 13.877], [9.513, 11.606, 13.193], [10.486, 12.445, 13.568], [11.508, 12.094, 14.114], [10.188, 13.691, 13.165], [11.156, 14.690, 13.343], [8.898, 10.509, 14.888], [10.279, 9.823, 14.098], [8.619, 9.771, 13.279], [11.891, 14.707, 12.578], [11.685, 14.474, 14.344], [10.670, 15.660, 13.312]],
  "mulliken_charge": [-0.904, -0.846, -0.681, 0.324, -0.305, 0.438, 0.468, 0.673, 0.189, 0.509, 0.258, -1.048, -0.663, 0.008, -1.184, 0.699, 0.517, 0.383, 0.272, 0.659, -0.557, -0.356, 0.842, -0.576, -0.369, 0.042, 0.210, 0.251, 0.314, 0.152, -0.197, 0.375, -0.120, -0.380, 0.827, -0.512, -0.352, -0.222, 0.221, -0.250, 0.510, 0.238, 0.334, -0.157, 0.641, -0.475, 0.814, -0.432, -0.373, -0.694, 0.281, 0.075, -0.586, 0.240, 0.277, 0.325, 0.840, -0.394, 0.677, -0.603, -0.231, -0.710, 0.026, -0.407, -0.166, 0.229, 0.298, 0.305, -0.626, -0.228, 0.757, -0.613, -0.195, -0.458, 0.327, 0.193, 0.205, 0.371, 0.080, 0.233, -0.314, 0.029, 0.604, -0.586, -0.182, -0.820, 0.334, 0.306, -0.132, 0.298, 0.191, 0.398, -0.814, 0.193, 0.434, -0.812, 0.106, 0.577, 0.267, 0.190, 0.267, -0.412, -0.229, 0.071],
  "charge": 0,
  "e_lumo_ev": 0.554,
  "smiles": "c1cc[nH]c1.c1cc[nH]c1.COC(=O)OC.COC(=O)OC.COC(=O)OC.COC(=O)OC.COC(=O)OC.COC(=O)OC.COC(=O)OC",
  "homo_ev": -8.25
}

=====

3.
{
  "formula": "CH5ClNOPS",
  "method": "ωB97M-V/def2-TZVPD",
  "symbols": ["C", "N", "P", "O", "S", "Cl", "H", "H", "H", "H", "H"],
  "positions_angstrom": [[1.373, -0.504, 0.740], [0.125, 0.004, 0.933], [-0.697, 0.351, -0.727], [-2.026, 0.870, -0.140], [-0.816, -1.000, -2.123], [0.277, 1.997, -1.227], [1.587, -0.840, -0.321], [2.016, 0.351, 0.843], [1.651, -1.345, 1.488], [-0.654, -0.481, 1.310], [-2.835, 0.597, -0.777]],
  "nbo_charge": [-0.435, -0.861, 1.558, -1.007, -0.536, -0.240, 0.192, 0.195, 0.209, 0.382, 0.543],
  "charge": 0,
  "e_lumo_ev": 0.382,
  "smiles": "CN[P@](O)(=S)Cl",
  "e_above_lowest_ev": 0.913,
  "homo_ev": -9.26
}

=====

4.
{
  "formula": "C2H8N2O",
  "method": "ωB97M-V/def2-TZVPD",
  "symbols": ["C", "N", "C", "N", "H", "H", "H", "H", "H", "H", "H", "H", "O"],
  "positions_angstrom": [[1.670, 0.483, 0.492], [-1.192, 1.258, 1.296], [-0.738, 0.809, 0.116], [0.510, 0.865, -0.218], [2.577, 0.849, 0.003], [1.787, -0.582, 0.708], [1.769, 0.950, 1.476], [-0.520, 1.029, 2.041], [-2.045, 0.902, 1.724], [-1.515, 0.379, -0.513], [-0.492, -1.806, -1.862], [0.608, -2.679, -1.466], [-0.340, -2.718, -1.618]],
  "nbo_charge": [-0.521, -0.703, 0.353, -0.060, 0.271, 0.264, 0.284, 0.407, 0.442, 0.259, 0.445, 0.463, -0.905],
  "charge": 1,
  "spin_multiplicity": 2,
  "e_lumo_ev": [-5.065, -8.053],
  "e_above_lowest_ev": 2.233,
  "s2": 0.7556,
  "homo_ev": [-15.09, -15.09]
}

=====

5.
{
  "formula": "C2H4NPS",
  "method": "ωB97M-V/def2-TZVPD",
  "symbols": ["S", "P", "N", "C", "C", "H", "H", "H", "H"],
  "positions_angstrom": [[3.105, 0.685, -0.126], [1.985, -0.881, -0.005], [0.539, -0.266, 0.424], [-0.422, 0.729, 0.162], [-1.099, -0.604, -0.129], [-0.305, 1.358, -0.606], [-0.962, 1.322, 0.909], [-1.715, -1.198, 0.503], [-1.124, -1.145, -1.132]],
  "nbo_charge": [-0.510, 0.901, -0.796, -0.220, -0.206, 0.200, 0.210, 0.211, 0.211],
  "charge": 0,
  "e_lumo_ev": -0.365,
  "smiles": "S=PN1CC1",
  "e_above_lowest_ev": 1.907,
  "homo_ev": -8.73
}

=====

6.
{
  "formula": "C5H5BrFNO",
  "method": "ωB97M-V/def2-TZVPD",
  "symbols": ["C", "C", "C", "C", "C", "N", "O", "F", "Br", "H", "H", "H", "H", "H"],
  "positions_angstrom": [[0.183, 2.319, -0.177], [0.095, 0.083, 0.102], [0.945, 1.187, -0.040], [-1.172, 0.581, 0.058], [0.593, -2.375, 0.492], [-1.125, 1.936, -0.116], [0.134, -2.978, -0.598], [2.290, 1.150, -0.053], [-2.825, -0.299, 0.194], [0.481, 3.339, -0.297], [1.642, -2.157, 0.605], [-0.041, -2.465, 1.356], [-1.925, 2.546, -0.172], [0.724, -2.866, -1.354]],
  "nbo_charge": [-0.170, -0.281, 0.257, -0.045, 0.156, -0.527, -0.635, -0.329, 0.053, 0.215, 0.190, 0.199, 0.418, 0.498],
  "charge": 0,
  "e_lumo_ev": -0.057,
  "e_above_lowest_ev": 2.234,
  "homo_ev": -7.78
}

=====

Here are the calculated strongest force on any atom numbers, same order: 0.72, 3.38, 7.02, 2.51, 4.20, 3.29 (eV/A).